(1)
2 unconnected molecules or ions with the total composition C3H12NS, computed with the ωB97M-V functional and the def2-TZVPD basis.

```
17
Properties=species:S:1:pos:R:3:forces:R:3:nbo_charge:R:1
C -1.948282 0.457438 2.294189 2.606 -0.727 2.305 -0.4643
N -1.943216 1.104256 0.927123 0.361 -3.024 0.381 -0.6805
H -1.839930 -0.587986 2.110822 -0.816 -0.837 -0.105 0.2405
H -1.016483 0.549880 3.068297 -1.748 0.896 -2.558 0.2689
H -2.812133 0.741151 2.902270 -0.057 -0.116 -0.692 0.2499
H -2.928110 1.115184 0.638714 0.487 -0.809 -0.940 0.4495
H -1.138735 0.804006 0.257410 -1.640 -0.353 0.913 0.4798
H -1.787757 2.018695 1.050060 1.091 4.809 0.656 0.4173
C 0.701216 -0.401937 -2.542010 0.782 -0.749 2.328 -0.6573
S 1.007145 0.137202 -0.737694 2.001 -1.394 -1.701 0.0168
C 2.660274 -0.865573 -0.454091 -1.150 -1.573 2.456 -0.6973
H -0.245616 -0.071786 -2.871015 -1.117 0.115 -0.182 0.2210
H 0.872390 -1.479680 -2.592008 -0.566 0.121 0.101 0.2269
H 1.446132 0.033218 -3.128925 1.152 0.961 -0.861 0.2229
H 2.726411 -0.930577 0.703100 -0.045 0.236 -1.997 0.2336
H 2.581587 -1.927344 -0.791366 -0.988 0.712 0.267 0.2269
H 3.665111 -0.696142 -0.834875 -0.354 1.731 -0.371 0.2456
```
Positions in Å, forces in eV/Å.

The value obtained for the energy above the lowest of the compared OMol25 structures with the same formula, charge and spin is 2.058 eV. As for the multiplicity: 1. The net charge is +1.

=====

(2)
2 unconnected molecules or ions with the total composition C3H5N3OS, computed with the ωB97M-V functional and the def2-TZVPD basis.

```
13
Properties=species:S:1:pos:R:3:forces:R:3:nbo_charge:R:1
C -1.743280 0.301310 -0.362814 -1.339 -0.408 0.650 0.0373
C -0.881502 -0.101692 -1.303353 -2.382 1.344 -0.008 -0.3348
C 0.379746 -0.069366 -0.762160 1.852 -1.969 -2.463 0.0052
H -1.149223 2.305796 1.854106 -0.812 -3.792 0.204 0.3645
H -1.179002 0.714815 2.668947 0.631 -0.182 1.232 0.3761
H -2.873448 0.275112 -0.393671 1.735 0.455 0.444 0.2472
H -1.319246 -0.512451 -2.133256 0.215 -0.909 -2.397 0.2381
H 0.914184 -1.511284 1.205780 1.092 4.426 0.475 0.3741
N -1.484539 1.206729 1.872825 0.747 3.416 -2.106 -0.6347
N -0.991837 0.496041 0.751273 -4.710 1.401 3.105 -0.0818
N 0.279181 0.406772 0.468418 3.655 0.353 1.890 0.0452
O 1.102738 -0.116670 1.446222 -1.725 -3.842 -1.370 -0.4933
S 1.602213 -0.992933 -1.365584 1.040 -0.292 0.346 -0.1431
```
Positions in Å, forces in eV/Å.

The value obtained for the energy above the lowest of the compared OMol25 structures with the same formula, charge and spin is 7.103 eV. As for the multiplicity: 1.

=====

(3)
A single C4H8O molecule, computed with the ωB97M-V functional and the def2-TZVPD basis.

```
13
Properties=species:S:1:pos:R:3:forces:R:3:nbo_charge:R:1
C 1.864851 -0.654798 0.963943 0.164 0.060 0.190 -0.7759
C 0.473019 -0.311037 1.373017 0.453 0.099 -0.359 0.2705
O 0.101708 0.695592 0.599284 0.180 -0.553 0.174 -0.5203
C -1.241576 0.491413 0.132537 -0.461 -0.027 -0.101 -0.0741
C -1.101775 0.374506 -1.377627 -0.119 0.001 -0.061 -0.6294
H 1.680942 -1.665305 0.556919 0.187 0.133 0.077 0.2524
H 2.550694 -0.782232 1.799349 0.039 -0.063 0.031 0.2382
H 2.266575 -0.022640 0.162679 0.096 0.009 0.242 0.2054
H -1.547442 -0.443832 0.609454 -0.346 0.186 -0.271 0.2050
H -1.901436 1.297672 0.454612 0.132 0.141 -0.069 0.1845
H -0.220327 -0.235390 -1.611058 -0.264 0.040 0.050 0.2139
H -1.977904 -0.099045 -1.825459 0.001 0.110 0.033 0.2161
H -0.947329 1.355097 -1.837647 -0.061 -0.135 0.065 0.2137
```
Positions in Å, forces in eV/Å.

The value obtained for the energy above the lowest of the compared OMol25 structures with the same formula, charge and spin is 3.253 eV. As for the multiplicity: 1.

=====

(4)
A molecular structure, C8H15F2HgN2O12S2, computed with the ωB97M-V functional and the def2-TZVPD basis.

```
42
Properties=species:S:1:pos:R:3:forces:R:3:nbo_charge:R:1
Hg -0.570094 0.294725 -0.004046 17.440 8.296 3.035 1.8025
N -0.508884 -3.371505 -0.235176 -4.772 2.571 1.851 -0.9416
S 0.528496 -3.738165 0.743184 7.114 -5.172 1.623 2.3786
O 0.236366 -5.009365 1.456474 1.297 2.022 -0.075 -0.9703
O 1.401606 -2.707945 1.353534 -1.786 -5.258 -1.386 -0.9389
F 1.496546 -4.301665 -0.462826 0.831 -0.246 0.232 -0.5647
S -1.386094 -2.545765 1.008234 -6.895 0.321 -2.282 2.3556
O -1.217074 -1.133635 1.037874 -2.342 -9.493 6.744 -0.9336
O -1.754824 -3.222395 2.250464 1.197 0.110 -1.145 -0.9163
F -2.841974 -2.611325 0.189204 1.659 -0.741 1.500 -0.5042
C -1.572344 -0.745095 -1.586216 -5.530 -4.975 -2.810 0.8530
O -2.354784 -1.577785 -1.978976 -3.573 -3.826 -5.144 -0.8538
O -0.513504 -1.145395 -1.136716 6.771 -8.761 -6.265 -0.9279
O -1.976854 0.296855 -1.157316 -10.746 4.635 -8.983 -0.8629
C -1.545934 1.644855 1.396944 -2.430 1.877 3.985 0.8698
O -0.273944 1.536185 1.453374 3.488 2.929 2.873 -0.9395
O -2.007774 2.605815 1.998784 -2.509 3.142 1.286 -0.8589
O -2.203374 0.718475 0.857254 -8.760 4.261 6.031 -0.8202
C 1.008656 -0.916425 2.844914 -0.222 0.456 0.758 -0.2488
O 1.007926 -0.614095 1.499764 1.504 1.128 0.796 -0.5551
C 2.212336 -0.330865 0.926034 1.523 1.619 0.327 -0.0506
C 2.066176 0.829265 -0.074796 0.111 -1.386 -0.702 -0.3299
N 1.234226 0.318865 -1.178736 3.951 4.021 -2.385 -0.6371
C 0.933606 1.261805 -2.311196 1.465 -3.447 -0.900 -0.2920
C 0.284486 2.519745 -2.044946 -1.733 1.479 1.659 -0.1381
O -0.927304 2.149615 -1.400206 0.671 2.993 -2.469 -0.5490
C -1.959894 3.104305 -1.349296 1.260 0.879 0.643 -0.2419
H -0.011084 -1.207115 3.097354 0.142 -0.487 -0.044 0.2096
H 1.153686 -0.034125 3.468294 0.546 0.425 -0.003 0.1566
H 1.737546 -1.711025 3.004364 -0.119 0.146 0.861 0.1748
H 2.752636 -1.198035 0.546324 -0.270 -0.364 -0.493 0.1659
H 2.902086 0.091385 1.656824 0.301 0.094 0.622 0.1433
H 3.032086 1.155525 -0.460366 0.724 0.156 0.150 0.1249
H 1.601986 1.603945 0.535534 -0.278 0.309 -0.615 0.2602
H 1.562546 -0.575765 -1.513316 -0.336 -0.016 0.017 0.3978
H 0.292666 0.756465 -3.033636 -0.692 -0.638 0.612 0.2187
H 1.723916 1.405515 -3.047986 1.524 0.527 0.246 0.1281
H 0.138296 3.045795 -2.988356 -0.355 0.032 -0.419 0.1503
H 0.861466 3.216655 -1.437086 0.291 0.148 0.469 0.1539
H -1.946314 3.720635 -2.248206 -0.158 0.194 -0.471 0.1154
H -1.637334 3.712165 -0.503976 -0.784 0.681 0.240 0.1880
H -2.959944 2.708915 -1.171366 0.479 -0.640 0.032 0.2284
```
Positions in Å, forces in eV/Å.

The value obtained for the energy above the lowest of the compared OMol25 structures with the same formula, charge and spin is 19.111 eV. As for the multiplicity: 1. The net charge is -3.

=====

(5)
2 unconnected molecules or ions with the total composition C4H9NO, computed with the ωB97M-V functional and the def2-TZVPD basis.

```
15
Properties=species:S:1:pos:R:3:forces:R:3:nbo_charge:R:1
C 1.936671 0.152202 -0.018130 -0.015 -0.007 0.002 -0.6327
C 0.567536 0.438176 -0.621416 0.156 0.152 -0.105 -0.0676
O -0.305312 -0.640337 -0.325395 0.077 -0.102 -0.009 -0.5567
C -1.571894 -0.502540 -0.917571 -0.184 -0.005 -0.095 -0.2551
H 2.146697 -0.920532 -0.081113 -0.008 0.157 -0.038 0.2167
H 2.718052 0.685859 -0.570636 -0.152 -0.052 0.118 0.2120
H 1.984222 0.456967 1.031982 -0.046 -0.106 -0.197 0.2236
H 0.634649 0.544243 -1.715425 0.011 -0.019 0.116 0.1620
H 0.159546 1.379242 -0.216556 0.008 -0.189 -0.087 0.1771
H -2.174177 -1.364203 -0.609533 0.094 0.148 -0.077 0.1862
H -1.501354 -0.501152 -2.015053 -0.017 0.030 0.122 0.1739
H -2.081388 0.420436 -0.597693 0.117 -0.105 -0.031 0.1699
C -0.850565 -0.073480 2.213010 0.433 0.862 0.338 0.1003
N -0.297007 0.909315 2.455500 -0.594 -0.908 -0.124 -0.3465
H -1.365673 -0.984196 1.988029 0.120 0.144 0.067 0.2369
```
Positions in Å, forces in eV/Å.

As for the structure (SMILES): CCOC.C#N. The value obtained for the energy above the lowest of the compared OMol25 structures with the same formula, charge and spin is 2.202 eV. As for the multiplicity: 1.

=====

(6)
A single C5H6O molecule, computed with the ωB97M-V functional and the def2-TZVPD basis.

```
12
Properties=species:S:1:pos:R:3:forces:R:3:nbo_charge:R:1
C -1.576118 -1.998477 -0.378851 0.209 0.386 0.135 -0.2403
C -1.138551 -0.900636 -0.140999 -0.120 -0.416 -0.066 -0.0156
C -0.649410 0.437354 0.087795 -0.162 -0.024 0.023 -0.3471
C 0.540107 0.915663 -0.736289 0.107 0.057 -0.148 -0.4302
C 0.697718 0.725130 0.731071 -0.090 0.285 0.022 0.1227
O 1.523217 -0.241299 1.285889 -0.025 -0.228 -0.188 -0.6827
H -1.971415 -2.969080 -0.584076 0.089 0.177 0.055 0.2369
H -1.425862 1.170385 0.296034 0.121 -0.135 -0.040 0.2420
H 0.980985 0.154535 -1.376848 -0.063 0.123 0.106 0.2207
H 0.514594 1.910419 -1.169524 0.029 -0.119 0.115 0.2258
H 0.714099 1.615047 1.353724 -0.023 -0.120 -0.121 0.1942
H 1.740074 -0.899279 0.614562 -0.072 0.014 0.107 0.4737
```
Positions in Å, forces in eV/Å.

As for the structure (SMILES): C#C[C@@H]1C[C@@H]1O. The value obtained for the energy above the lowest of the compared OMol25 structures with the same formula, charge and spin is 2.613 eV. As for the multiplicity: 1.